ORCA calculation (ωB97M-V/def2-TZVPD) on a structure of composition C3H2O3V.

**Relative energy (zero: lowest compared OMol25 entry of this formula, charge and spin)**: 0.000 eV
**Expectation value of S²**: 3.763
**2S+1**: 4
**LUMO energy (spin up / spin down)**: -9.92 / -9.83 eV
**F_max**: 0.073 hartree/bohr
**Total charge**: +2

Positions of all 9 atoms, in Å:
V 3.689 -0.129 -0.205
O -2.846 0.830 1.447
O 2.020 -0.421 -0.281
O -1.508 0.194 -0.349
C -2.208 0.495 0.569
C -0.281 -0.617 -0.288
C 0.849 0.118 -0.289
H 0.757 1.214 -0.279
H -0.471 -1.684 -0.325


ORCA calculation (ωB97M-V/def2-TZVPD) on a structure of composition C6H10O.

**Relative energy (zero: lowest compared OMol25 entry of this formula, charge and spin)**: 2.291 eV
**LUMO energy**: 1.01 eV
**F_max**: 0.022 hartree/bohr

Positions of all 17 atoms, in Å:
O -2.568 -0.631 0.290
C -1.058 1.090 -0.546
C -0.392 -0.156 -0.948
C -1.241 -0.101 0.353
C 2.002 0.601 -0.052
C 0.010 -0.798 0.957
C 0.934 -0.490 -0.260
H -1.921 1.243 -1.192
H 2.841 0.239 0.565
H -0.162 -1.888 0.946
H -2.968 -0.847 1.140
H 1.435 -1.347 -0.748
H -0.796 -0.870 -1.639
H -0.519 1.984 -0.260
H 1.574 1.462 0.470
H 0.391 -0.456 1.914
H 2.438 0.964 -0.993


ORCA calculation (ωB97M-V/def2-TZVPD) on a structure of composition C29H33CdIN3O5.

**Relative energy (zero: lowest compared OMol25 entry of this formula, charge and spin)**: 0.363 eV
**LUMO energy**: -2.54 eV
**F_max**: 0.014 hartree/bohr
**Total charge**: +1

Positions of all 72 atoms, in Å:
I -0.069 -1.807 2.455
Cd -0.114 0.239 0.426
O -4.254 -1.446 -3.274
O -0.236 1.556 -1.193
O 1.813 1.127 1.213
O -2.665 0.457 0.943
O -1.111 1.664 2.004
N -4.666 1.580 1.830
N -0.901 -1.444 -0.795
N -2.035 2.477 -4.096
C -1.074 -2.773 -0.315
C -1.461 -3.801 -1.182
C -5.175 2.739 1.020
C -2.638 1.309 -4.428
C -4.780 3.939 1.864
C 2.617 2.674 3.542
C -3.396 2.048 2.510
C -1.652 -1.073 -1.783
C -0.590 3.804 -2.672
C 2.033 2.337 1.143
C -0.987 -4.444 1.456
C -2.505 0.164 -3.703
C 3.450 4.840 4.251
C 2.741 5.090 0.534
C -2.287 1.327 1.766
C -1.649 -5.098 -0.744
C 2.220 1.272 3.925
C -3.206 -1.077 -4.183
C 2.504 3.168 2.228
C -1.020 1.373 -2.206
C -1.262 2.515 -3.044
C 3.963 5.745 5.333
C 3.089 3.526 4.527
C -1.678 0.167 -2.538
C -3.368 3.578 2.346
C -0.809 -3.144 1.006
C -1.424 -5.427 0.584
C 3.318 5.313 2.947
C 2.850 4.506 1.928
H 3.049 6.134 0.546
H -4.312 0.805 1.245
H -5.464 4.034 2.711
H 2.795 0.526 3.376
H 1.719 5.051 0.153
H 4.103 5.209 6.271
H -1.586 -3.582 -2.235
H -1.954 -5.858 -1.452
H -2.620 3.847 1.600
H -3.605 -0.889 -5.179
H 3.264 6.565 5.509
H -1.560 -6.440 0.937
H -6.238 2.624 0.832
H -3.399 1.720 3.547
H -3.244 1.325 -5.327
H -4.637 2.717 0.074
H -4.817 4.867 1.298
H -2.408 -1.783 -2.104
H -0.797 4.548 -3.437
H -0.950 4.166 -1.705
H -0.772 -4.689 2.488
H -2.499 -1.907 -4.270
H 0.488 3.664 -2.573
H 3.183 3.152 5.541
H -3.101 4.075 3.274
H 1.166 1.102 3.688
H 1.859 2.832 0.182
H 2.370 1.121 4.993
H 3.596 6.338 2.724
H 4.917 6.190 5.044
H -5.014 -1.752 -3.777
H -5.362 1.248 2.490
H 3.380 4.568 -0.179


ORCA calculation (ωB97M-V/def2-TZVPD) on a structure of composition C26H33IrN5O4S.

**Relative energy (zero: lowest compared OMol25 entry of this formula, charge and spin)**: 0.741 eV
**Expectation value of S²**: 0.842
**2S+1**: 2
**LUMO energy (spin up / spin down)**: -7.19 / -7.46 eV
**F_max**: 0.031 hartree/bohr
**Total charge**: +2

Positions of all 70 atoms, in Å:
Ir -0.081 -0.565 -1.495
S 0.847 -2.245 -2.781
O 0.004 1.060 -3.905
O -3.518 -1.500 0.217
O -1.341 1.748 -5.566
O -1.489 -1.690 -0.661
N 3.431 -2.428 -3.282
N 2.735 -0.410 -2.464
N 1.719 0.438 -1.975
N 0.553 -0.407 0.410
N -2.061 -0.086 -2.617
C -2.745 -1.308 -0.679
C -0.506 1.772 -0.143
C -1.749 3.115 1.552
C 1.398 -3.660 2.848
C 0.255 3.021 3.043
C 0.934 -1.442 1.207
C 1.528 1.755 1.310
C 1.565 -2.374 3.383
C -4.404 -0.544 -2.450
C 1.939 -2.203 4.825
C -3.552 0.633 -4.343
C -2.292 0.542 -3.785
C 1.095 -3.868 1.499
C 1.353 -1.289 2.568
C 0.905 -2.769 0.693
C -0.833 3.199 0.333
C -4.628 0.076 -3.661
C -3.102 -0.616 -1.971
C 0.936 -5.257 0.954
C 2.449 -1.662 -2.834
C 1.167 3.154 1.818
C -1.043 2.313 2.646
C -0.735 0.897 2.141
C 0.245 0.974 0.949
C 0.458 3.925 0.704
C -1.086 1.146 -4.424
H 2.170 1.848 0.425
H 1.543 -0.316 2.974
H -2.697 2.640 1.287
H 0.768 2.460 3.830
H 0.078 1.855 -1.067
H 2.109 1.231 2.062
H -5.625 0.141 -4.072
H -0.109 -5.566 1.015
H -3.686 1.131 -5.292
H 1.534 -4.518 3.495
H 1.234 -5.306 -0.093
H 1.042 -2.190 5.445
H 0.030 4.010 3.446
H 1.526 -5.976 1.518
H -1.973 4.121 1.910
H 0.226 4.940 1.033
H 3.665 -0.021 -2.549
H -1.339 3.728 -0.477
H -1.461 1.267 -0.360
H 2.087 3.670 2.098
H -5.200 -0.976 -1.859
H 2.564 -3.022 5.173
H -1.701 2.226 3.512
H -1.653 0.404 1.805
H 0.667 -2.928 -0.346
H 3.226 -3.364 -3.596
H -0.346 0.302 2.957
H 1.115 4.009 -0.168
H 1.463 1.118 -2.698
H 2.471 -1.267 4.989
H 2.052 0.923 -1.144
H -0.515 2.089 -5.950
H 4.383 -2.106 -3.368


The highest relative energy (zero: lowest compared OMol25 entry of this formula, charge and spin) belongs to which entry?
C6H10O


The highest relative energy (zero: lowest compared OMol25 entry of this formula, charge and spin) belongs to which entry?
C6H10O


Among the records above, which one has the highest F_max?
C3H2O3V


What is the F_max in the third record?
0.014 hartree/bohr